No. 1
192
Properties=species:S:1:pos:R:3:mulliken_charge:R:1 method="wB97M-V/def2-TZVPD" total_charge=0 gap_ev=10.970 fmax_ev_per_a=5.5 e_homo_ev=-10.45 lumo_ev=0.52
C -0.923 5.731 -3.383 -0.486
O 0.315 6.378 -3.207 -0.445
C 1.197 5.880 -2.351 0.585
O 1.007 4.913 -1.595 -0.060
O 2.322 6.653 -2.508 -0.449
C 3.434 6.385 -1.638 -0.432
H -1.367 5.614 -2.390 0.173
H -0.840 4.784 -3.949 0.234
H -1.558 6.508 -3.809 0.342
H 3.957 7.302 -1.479 0.377
H 4.155 5.679 -2.069 0.194
H 3.026 5.952 -0.731 0.051
C -1.840 -4.698 3.581 0.058
O -1.861 -4.730 2.155 -0.050
C -2.964 -5.041 1.544 0.725
O -4.026 -5.351 2.053 -0.720
O -2.785 -4.780 0.277 0.031
C -3.713 -5.249 -0.694 0.168
H -2.343 -3.786 3.903 0.081
H -0.803 -4.541 3.741 -0.284
H -2.294 -5.544 4.103 0.337
H -3.486 -4.735 -1.634 -0.086
H -4.785 -4.962 -0.346 -0.437
H -3.585 -6.317 -0.799 0.413
C -6.237 0.250 -1.582 -0.859
O -5.838 -0.898 -0.897 0.137
C -6.806 -1.828 -0.699 0.306
O -7.950 -1.697 -0.976 -0.572
O -6.222 -2.951 -0.217 -0.121
C -7.038 -4.013 0.319 -0.666
H -5.394 0.916 -1.721 -0.034
H -7.097 0.670 -1.087 0.477
H -6.648 -0.040 -2.531 0.458
H -7.909 -4.248 -0.305 0.318
H -7.293 -3.843 1.340 0.284
H -6.398 -4.911 0.289 0.199
C 3.154 3.843 -4.412 -0.365
O 1.781 3.562 -4.276 -0.410
C 1.327 2.328 -3.975 0.492
O 2.048 1.358 -3.722 0.204
O 0.014 2.377 -4.056 -0.291
C -0.711 1.132 -3.980 -0.765
H 3.151 4.706 -5.087 0.283
H 3.664 3.018 -4.912 0.328
H 3.571 4.186 -3.490 -0.201
H -0.523 0.437 -4.799 0.461
H -1.750 1.444 -3.846 0.176
H -0.348 0.635 -3.075 0.191
C 6.885 5.184 0.298 -0.724
O 6.363 4.494 -0.850 -0.422
C 5.494 3.531 -0.513 0.538
O 4.899 3.429 0.569 -0.444
O 5.260 2.886 -1.610 -0.428
C 4.149 1.946 -1.513 0.277
H 7.466 4.545 0.911 0.373
H 6.122 5.779 0.838 0.192
H 7.681 5.798 -0.069 0.357
H 4.224 1.338 -0.633 0.408
H 4.195 1.412 -2.505 -0.146
H 3.253 2.542 -1.374 -0.095
C 7.551 -1.614 -1.753 -0.854
O 6.353 -1.062 -1.080 -0.111
C 5.547 -1.947 -0.469 0.625
O 5.673 -3.156 -0.467 -0.643
O 4.549 -1.294 0.097 -0.011
C 3.572 -2.154 0.775 0.272
H 8.390 -0.950 -1.760 0.290
H 7.238 -1.903 -2.763 0.282
H 7.983 -2.426 -1.232 0.331
H 2.751 -1.512 1.030 -0.777
H 4.038 -2.479 1.688 0.475
H 3.422 -3.068 0.109 0.128
C -0.411 -1.176 3.668 -0.534
O 1.036 -0.836 3.887 -0.262
C 1.581 0.173 3.318 0.671
O 1.004 1.021 2.643 -0.287
O 2.920 0.273 3.691 -0.431
C 3.726 1.191 3.063 -0.217
H -0.602 -2.019 4.322 0.028
H -0.490 -1.322 2.565 0.044
H -0.986 -0.279 3.915 0.497
H 3.688 2.164 3.594 0.268
H 3.482 1.423 2.041 -0.188
H 4.702 0.761 2.989 0.398
C -4.466 -1.960 -3.948 -0.353
O -3.202 -1.687 -4.564 -0.387
C -2.234 -2.449 -4.090 0.942
O -2.342 -3.321 -3.203 -0.627
O -1.151 -2.088 -4.734 -0.455
C 0.074 -2.822 -4.575 -0.401
H -5.239 -1.428 -4.506 0.326
H -4.491 -1.705 -2.922 -0.099
H -4.735 -3.025 -3.996 0.325
H 0.694 -2.667 -5.472 0.175
H -0.204 -3.887 -4.414 0.393
H 0.568 -2.430 -3.686 0.077
C 0.240 -3.888 8.741 -0.715
O 0.050 -3.974 7.291 -0.272
C 1.133 -3.934 6.547 0.625
O 2.230 -3.921 6.978 -0.554
O 0.818 -3.952 5.221 -0.222
C 1.837 -3.806 4.245 -0.700
H -0.694 -3.662 9.180 0.254
H 0.918 -3.049 9.000 0.304
H 0.723 -4.767 9.142 0.293
H 1.345 -3.378 3.393 -0.148
H 2.211 -4.767 3.874 0.570
H 2.705 -3.214 4.557 0.485
C 1.656 4.305 1.644 -0.667
O 2.719 5.251 1.852 -0.444
C 3.534 5.276 2.915 0.851
O 3.468 4.504 3.795 -0.591
O 4.404 6.290 2.736 -0.349
C 5.254 6.529 3.876 -0.805
H 0.782 4.822 1.264 0.223
H 1.345 3.775 2.516 0.688
H 2.045 3.558 0.906 0.168
H 6.025 5.760 3.957 0.288
H 4.631 6.573 4.760 0.394
H 5.653 7.546 3.733 0.249
C 3.629 -1.932 -2.686 0.326
O 3.076 -1.655 -3.997 -0.046
C 3.814 -1.083 -4.863 0.771
O 4.995 -0.682 -4.732 -0.687
O 3.232 -1.037 -6.029 -0.329
C 3.869 -0.343 -7.053 -0.820
H 2.790 -2.368 -2.090 -0.447
H 3.985 -1.058 -2.124 -0.392
H 4.418 -2.671 -2.855 0.676
H 3.071 -0.098 -7.751 0.290
H 4.433 -0.990 -7.726 0.301
H 4.491 0.450 -6.675 0.337
C -2.363 -1.681 -0.072 -0.160
O -1.669 -0.471 -0.467 0.248
C -0.353 -0.388 -0.186 -0.219
O 0.357 -1.333 0.148 -0.198
O 0.028 0.830 -0.559 0.390
C 1.432 1.111 -0.536 1.453
H -3.385 -1.424 -0.269 -0.103
H -2.190 -1.865 0.963 0.193
H -1.991 -2.561 -0.569 -0.151
H 1.998 0.662 -1.332 0.038
H 1.871 0.841 0.398 -0.264
H 1.470 2.179 -0.646 -1.372
C 0.153 -4.454 -1.108 0.777
O 1.163 -5.450 -1.211 -0.496
C 1.921 -5.597 -0.121 0.555
O 1.787 -4.969 0.931 -0.339
O 2.897 -6.543 -0.337 -0.424
C 3.906 -6.529 0.731 -0.449
H 0.677 -3.561 -0.803 -0.149
H -0.612 -4.662 -0.335 -0.212
H -0.243 -4.352 -2.093 0.197
H 4.296 -5.537 0.778 0.132
H 4.698 -7.190 0.368 0.237
H 3.563 -6.853 1.714 0.249
C -2.493 2.833 -1.593 0.206
O -3.222 2.926 -2.870 -0.313
C -4.473 3.479 -2.797 0.763
O -4.924 4.018 -1.808 -0.597
O -5.022 3.387 -4.010 -0.292
C -6.304 3.952 -4.167 -0.749
H -2.249 3.870 -1.242 0.136
H -1.600 2.266 -1.865 -0.440
H -3.120 2.317 -0.892 0.327
H -6.838 3.289 -4.888 0.245
H -6.187 4.917 -4.673 0.283
H -6.809 4.010 -3.209 0.352
C -5.622 -3.849 6.061 -0.602
O -6.188 -2.766 5.317 -0.377
C -5.363 -2.111 4.560 0.823
O -4.153 -2.289 4.533 -0.571
O -5.978 -1.080 4.056 -0.418
C -5.379 -0.190 3.131 0.106
H -5.129 -4.576 5.398 0.230
H -6.430 -4.316 6.678 0.219
H -4.869 -3.541 6.760 0.315
H -4.689 0.438 3.719 0.305
H -6.260 0.337 2.683 -0.047
H -4.887 -0.808 2.352 -0.038
C -5.864 3.319 1.708 -0.670
O -4.709 2.666 2.174 -0.163
C -3.559 3.355 1.822 0.732
O -3.565 4.393 1.213 -0.589
O -2.563 2.551 2.142 -0.234
C -1.220 3.072 1.882 -0.700
H -6.646 2.571 1.907 0.205
H -5.831 3.701 0.706 0.245
H -6.130 4.158 2.351 0.285
H -1.105 3.224 0.833 0.145
H -0.663 2.243 2.247 -0.015
H -0.965 3.922 2.462 0.907

=====

No. 2
165
Properties=species:S:1:pos:R:3:mulliken_charge:R:1 method="wB97M-V/def2-TZVPD" total_charge=+1 gap_ev=1.138 fmax_ev_per_a=4.7 e_homo_ev=-9.63 lumo_ev=-8.49
In -20.223 -1.179 9.037 0.995
C -22.759 0.962 2.474 -0.805
C -23.262 -0.223 3.208 0.739
O -23.880 -1.113 2.658 -0.423
O -23.120 -0.258 4.429 -0.458
H -21.689 1.137 2.591 0.259
H -23.405 1.814 2.684 0.275
H -23.022 0.840 1.423 0.310
C -16.219 4.063 6.240 -0.827
C -16.963 2.848 6.866 0.740
O -16.739 2.499 8.073 -0.568
O -17.629 2.137 6.084 -0.513
H -16.260 4.937 6.890 0.292
H -16.699 4.440 5.337 0.300
H -15.155 3.878 6.088 0.238
C -14.805 -3.646 13.739 -1.552
C -15.665 -4.116 12.560 1.306
C -15.462 -5.575 12.011 -1.139
C -15.978 -6.562 13.130 -0.543
C -17.461 -6.472 13.188 -0.958
C -17.839 -5.073 13.740 1.263
N -17.116 -4.020 12.900 0.061
O -17.415 -2.839 13.360 -0.376
C -19.397 -4.910 13.584 -1.747
C -17.628 -5.037 15.272 -1.658
C -15.291 -3.145 11.356 -1.761
H -15.232 -2.773 14.231 0.375
H -13.783 -3.501 13.389 0.436
H -14.781 -4.347 14.573 0.333
H -15.877 -5.718 11.014 0.383
H -14.385 -5.716 11.919 0.422
H -15.565 -6.232 14.083 0.238
H -15.658 -7.598 13.016 0.386
H -17.803 -7.314 13.789 0.419
H -17.806 -6.585 12.160 0.310
H -19.736 -3.884 13.723 0.368
H -19.745 -5.196 12.592 0.353
H -19.865 -5.535 14.345 0.386
H -17.757 -4.072 15.763 0.436
H -18.208 -5.736 15.874 0.463
H -16.630 -5.388 15.533 0.341
H -15.896 -3.286 10.460 0.367
H -14.241 -3.237 11.078 0.397
H -15.274 -2.119 11.725 0.393
H -17.098 -2.741 14.260 0.303
C -16.267 6.460 -3.399 -1.575
C -16.787 6.273 -1.927 1.574
C -16.482 4.859 -1.405 -1.171
C -15.005 4.635 -1.115 -0.524
C -14.474 5.731 -0.155 -1.213
C -14.756 7.178 -0.583 1.773
N -16.215 7.261 -0.944 -0.018
O -16.400 8.576 -1.369 -0.471
C -14.372 8.161 0.562 -1.924
C -13.731 7.488 -1.693 -1.788
C -18.286 6.483 -1.985 -2.060
H -16.817 5.875 -4.136 0.430
H -15.194 6.270 -3.374 0.285
H -16.402 7.522 -3.604 0.371
H -17.113 4.773 -0.520 0.382
H -16.836 4.146 -2.150 0.367
H -14.371 4.484 -1.988 0.331
H -14.994 3.673 -0.603 0.364
H -13.394 5.613 -0.074 0.328
H -14.875 5.517 0.835 0.431
H -14.283 9.130 0.072 0.440
H -15.020 8.185 1.438 0.400
H -13.339 8.010 0.875 0.411
H -13.466 6.742 -2.442 0.309
H -14.222 8.227 -2.326 0.461
H -12.767 7.960 -1.499 0.370
H -18.397 7.495 -2.374 0.573
H -18.721 6.310 -1.001 0.394
H -18.753 5.880 -2.765 0.391
H -17.260 8.729 -0.972 0.392
C -8.289 6.415 8.206 -1.886
C -9.789 6.781 8.572 1.310
C -10.306 5.796 9.613 -0.940
C -11.772 6.157 9.976 -0.793
C -11.917 7.683 10.416 -0.948
C -11.152 8.697 9.575 1.201
N -9.893 8.143 9.087 0.426
O -9.124 9.037 8.305 -0.488
C -12.217 9.324 8.579 -1.565
C -10.750 9.846 10.611 -1.811
C -10.513 6.657 7.177 -1.723
H -7.931 6.897 7.296 0.373
H -8.307 5.336 8.054 0.459
H -7.644 6.649 9.054 0.448
H -10.440 4.773 9.261 0.381
H -9.738 5.914 10.536 0.389
H -12.041 5.599 10.873 0.395
H -12.360 5.797 9.131 0.347
H -11.566 7.758 11.445 0.411
H -12.986 7.887 10.349 0.282
H -11.659 10.087 8.038 0.366
H -12.535 8.557 7.873 0.359
H -13.147 9.699 9.006 0.411
H -11.599 10.352 11.068 0.371
H -10.033 9.403 11.303 0.505
H -10.102 10.560 10.102 0.394
H -10.199 7.423 6.468 0.382
H -11.583 6.861 7.211 0.296
H -10.344 5.648 6.801 0.446
H -8.304 9.242 8.760 0.334
C -19.599 9.654 6.422 -1.527
C -20.911 10.097 5.653 1.119
C -21.316 8.855 4.670 -1.046
C -21.987 7.692 5.473 -0.540
C -23.165 8.284 6.317 -1.434
C -22.845 9.456 7.245 1.695
N -22.034 10.450 6.540 0.171
O -21.924 11.623 7.313 -0.406
C -24.098 10.181 7.828 -1.895
C -22.128 8.877 8.502 -1.595
C -20.507 11.260 4.703 -1.775
H -19.591 8.741 7.017 0.288
H -19.435 10.351 7.243 0.378
H -18.723 9.647 5.773 0.435
H -22.102 9.190 3.993 0.369
H -20.384 8.579 4.177 0.455
H -21.385 7.232 6.257 0.271
H -22.294 6.977 4.710 0.371
H -23.510 7.422 6.889 0.375
H -24.042 8.548 5.726 0.461
H -23.932 10.758 8.738 0.379
H -24.400 10.888 7.055 0.482
H -24.981 9.549 7.929 0.426
H -21.243 9.396 8.869 0.303
H -22.805 8.821 9.354 0.455
H -21.607 7.927 8.385 0.305
H -21.369 11.706 4.207 0.399
H -19.644 11.056 4.069 0.377
H -20.097 12.011 5.378 0.454
H -21.281 11.258 7.926 0.405
C -17.415 -2.312 1.330 -1.858
C -16.058 -3.030 1.503 1.688
C -15.273 -2.811 0.155 -1.465
C -13.818 -3.021 0.090 -0.716
C -13.172 -2.111 1.203 -1.141
C -13.866 -2.147 2.647 1.338
N -15.349 -2.127 2.502 0.124
O -15.914 -2.405 3.742 -0.446
C -13.342 -3.451 3.368 -1.581
C -13.420 -0.876 3.387 -1.860
C -16.173 -4.535 1.775 -1.503
H -17.484 -1.225 1.385 0.376
H -18.078 -2.784 2.056 0.369
H -17.707 -2.462 0.291 0.401
H -15.772 -3.289 -0.688 0.587
H -15.346 -1.811 -0.272 0.484
H -13.425 -2.648 -0.856 0.381
H -13.668 -4.090 0.236 0.356
H -13.201 -1.113 0.765 0.436
H -12.178 -2.547 1.306 0.339
H -13.534 -4.423 2.914 0.310
H -12.267 -3.307 3.478 0.471
H -13.750 -3.494 4.378 0.346
H -12.351 -0.876 3.598 0.386
H -13.917 0.031 3.040 0.404
H -13.747 -1.050 4.412 0.483
H -16.696 -4.829 2.686 0.361
H -15.156 -4.889 1.942 0.260
H -16.625 -5.145 0.993 0.372
H -16.135 -1.475 3.839 0.423